Entry 1:
75
Properties=species:S:1:pos:R:3:forces:R:3 method="wB97M-V/def2-TZVPD" homo_energy_ev=-2.5 lumo_ha=0.0698 charge=-1 largest_force_ev_per_a=0.9 spin_multiplicity=1
O 1.43963 -5.53178 -1.10865 0.0 0.0 0.1
H 5.10152 -3.80208 1.51081 0.0 0.0 0.0
Cl 4.83318 -5.57942 3.70881 0.0 0.0 0.0
H -0.70937 2.24252 1.91472 0.0 0.0 0.0
H -2.38304 4.91296 -0.67493 0.0 0.0 0.0
H 0.27803 1.95535 -3.63289 -0.1 0.0 0.0
H 1.20611 -1.54950 0.17644 0.1 0.0 0.1
H 0.80613 0.72230 5.05444 0.0 0.0 0.0
C 4.05467 -3.85338 1.77751 0.0 0.0 0.0
H -0.11632 -2.15819 1.28094 -0.1 0.0 0.1
O -2.53666 0.44652 0.64750 0.0 -0.1 0.3
H 0.33368 -4.03125 2.79388 0.0 0.0 0.0
C 1.37736 -3.99037 2.50272 0.0 0.0 0.0
N -0.15812 -1.69523 -2.06501 -0.1 0.3 -0.4
C 1.76187 -3.18605 1.43855 -0.1 0.0 0.0
H -2.18682 1.01118 2.81418 0.0 0.0 0.0
H 0.62837 -2.31819 -4.24096 0.0 0.0 0.0
C 0.30628 -2.81189 -1.68931 0.0 0.0 0.3
C 0.74098 -2.42504 0.64424 0.2 -0.3 0.0
C 1.47764 -4.97880 -2.33971 -0.1 0.2 0.0
H -1.45656 3.04937 0.18604 -0.1 -0.2 0.0
H -2.69093 2.95670 7.32832 0.0 0.0 0.0
C 2.16779 -5.30382 -4.62770 0.0 0.0 0.0
C -2.58116 2.53559 6.33572 0.1 0.0 0.0
H -0.48060 2.17620 6.56950 0.0 0.0 0.0
C -2.27707 1.45178 3.79947 0.0 0.0 0.0
H -3.31694 1.62207 -4.09090 0.0 0.0 0.0
C -2.38013 3.09781 -2.82860 0.1 -0.1 0.1
H -1.77222 2.19377 -4.68418 0.0 0.0 0.0
N -0.84960 -0.91404 -1.14603 0.2 -0.4 0.3
H 0.99308 -4.91101 -0.50942 0.0 0.0 0.0
Ni -0.19258 -0.20212 0.81381 -0.8 0.4 -0.4
C 1.04253 -3.28800 -3.99804 0.0 0.0 0.0
H -3.25937 3.00791 -2.18797 0.0 0.0 0.0
C -0.87345 6.08663 -1.62759 0.0 -0.2 -0.1
C 0.23805 6.15477 -2.46739 0.0 0.2 0.1
C -1.16908 3.56210 -1.94989 -0.2 0.0 -0.1
C -3.52135 1.89406 4.22898 0.1 0.0 0.0
C 2.31644 -4.73137 3.20525 0.0 0.0 0.0
C 0.70996 4.92366 -2.96637 0.1 -0.2 -0.1
C 0.18250 1.07918 4.24522 -0.1 0.0 0.1
H -4.65496 2.78763 5.82201 0.0 0.0 0.0
Br 2.44666 0.23288 2.89940 -0.1 0.1 -0.2
H 2.64219 -5.92190 -5.37965 0.0 0.0 0.0
C 0.70422 1.05354 3.00590 0.3 0.1 0.1
H -2.58036 3.94564 -3.48379 0.0 0.1 0.0
H 2.47835 -6.71937 -3.03705 0.0 0.0 0.0
H 2.02439 -5.35598 4.03845 0.0 0.0 0.0
C 0.11456 1.55112 1.78738 0.1 -0.6 -0.4
C -1.33701 2.09632 5.90834 -0.1 0.0 0.0
H -4.37156 1.80099 3.56482 0.0 0.0 0.0
C -0.99693 2.62166 -0.70334 0.7 0.4 0.1
H 1.63052 4.88077 -3.54461 0.0 0.0 0.0
H 3.41196 -2.47650 0.26792 0.0 0.0 0.0
H 0.75614 7.08333 -2.66232 0.0 0.0 0.0
O 0.82378 2.55315 -3.11309 0.1 0.3 0.0
C -2.30594 1.88710 -3.78196 -0.1 0.0 0.1
H 0.80275 1.96458 -1.33182 0.1 0.0 0.0
C 2.08299 -5.75471 -3.32874 0.0 0.0 0.0
O 0.22959 -3.29165 -0.41039 0.1 -0.1 0.2
C -1.52113 0.02127 -1.72530 -0.1 0.2 -0.2
C -1.52919 4.91046 -1.35024 0.0 0.0 0.1
C -3.68257 2.44169 5.49341 0.0 0.0 0.0
N 0.25246 2.12511 -0.49604 -0.5 -0.2 0.0
C 3.10448 -3.11949 1.08555 0.0 0.0 0.0
N 0.70675 1.37010 0.57782 0.5 0.4 0.4
C 1.64189 -4.05989 -4.96836 0.0 0.0 -0.1
S -1.42907 0.30801 -3.44388 0.0 0.1 0.0
H -1.24285 6.99196 -1.15337 0.0 0.0 0.0
C -1.15521 1.55640 4.62941 0.0 0.0 0.0
H 1.70246 -3.69897 -5.98683 0.0 0.0 0.0
C 0.10437 3.73041 -2.74779 0.0 0.0 0.1
C 0.94956 -3.71433 -2.66640 0.1 -0.2 -0.1
S -2.53479 1.03357 -0.73855 -0.2 -0.1 -0.2
C 3.64705 -4.65579 2.83161 0.0 0.0 0.0

Entry 2:
118
Properties=species:S:1:pos:R:3:forces:R:3 method="wB97M-V/def2-TZVPD" homo_energy_ev=-9.0 lumo_ha=0.0020 largest_force_ev_per_a=1.3 spin_multiplicity=1
H 7.56446 2.90160 -1.53790 0.1 0.1 0.0
H -5.49049 -1.30946 -0.11176 0.0 -0.1 0.0
H -4.30411 0.34352 1.01219 0.0 -0.1 0.0
Cl -7.96053 -3.76249 -9.14332 0.0 0.0 0.0
C 2.25508 -0.29389 -0.38868 0.1 -0.1 0.5
H 1.07603 -3.25978 -1.19855 -0.1 -0.2 0.1
C 7.06384 2.87842 -0.57336 -0.5 -0.4 0.0
Cl -5.08578 9.82377 -3.32947 0.3 -0.1 0.1
H 3.80912 -1.82957 -0.52147 -0.2 -0.1 0.1
Cl -2.69684 -3.58579 5.47611 0.2 -0.2 -0.1
H 0.72246 -1.65621 1.38623 -0.2 0.3 0.2
H 4.31420 -0.76792 -2.99954 0.2 0.0 0.0
Cl -10.13494 -3.07623 -2.25538 0.0 0.0 0.0
Cl 16.25279 -0.20151 9.86134 0.0 0.0 0.0
C -5.32454 -1.80769 -2.18961 0.1 0.2 0.4
Cl 11.00192 -3.00948 -0.58009 0.0 0.0 0.0
O 0.39806 -0.70499 -2.93673 0.1 -0.1 0.2
Cl 15.00961 -2.47378 3.41072 0.0 0.0 0.0
H 6.61740 3.84841 -0.36450 0.1 0.1 0.0
Si 0.61506 -1.12139 0.01113 0.5 -0.5 -0.8
C 3.22436 -1.18510 -1.17701 0.5 0.4 -0.5
C -3.53642 0.47238 0.25017 0.4 0.2 -0.6
H -1.37744 0.99910 3.18516 0.1 0.1 0.1
Cl -10.41094 -2.98374 -5.11382 0.1 0.0 0.0
Cl -5.51974 -4.75001 3.78585 -0.1 -0.2 0.0
C -1.66566 -4.37815 6.66637 0.0 0.0 0.0
H -3.04332 -0.50860 -4.30004 0.1 0.1 0.0
O 6.18819 -1.24497 -0.90720 -0.6 -0.2 -0.2
H -3.51232 1.54286 0.02505 0.1 0.1 0.1
H 2.73354 -1.84404 -1.89010 -0.3 0.1 0.1
Cl 14.65934 -1.77438 6.18844 0.0 0.0 0.0
H -1.05173 6.88094 -0.44321 0.2 0.1 0.1
H 4.98167 2.23029 -0.78994 0.0 0.0 -0.2
Cl 12.44474 -2.83471 4.67719 0.0 0.0 0.1
Cl 15.96144 -3.06072 9.62633 0.0 0.0 0.0
Cl 11.00607 -1.46487 1.85723 0.0 0.0 -0.1
Cl 15.28297 -1.74055 12.10160 0.0 0.0 0.0
C -4.62997 -1.56836 -3.36725 -0.4 -0.4 0.0
H -1.82811 -2.63806 -3.19224 0.1 -0.4 -0.1
H -0.22039 0.00721 -2.73927 0.1 0.0 -0.2
Cl 9.06490 -3.56486 1.48552 0.0 0.0 0.0
Cl 0.00148 -3.82975 6.46274 0.0 0.0 0.0
Cl 13.62442 -1.38089 9.76727 0.0 0.0 0.0
C -5.06531 -0.24345 4.82715 0.0 0.0 0.0
H -3.78242 3.75860 0.51174 0.0 0.0 0.0
C -0.38590 5.42963 1.02555 0.6 0.3 0.1
H -4.94264 -2.07120 -4.27436 0.1 0.0 -0.1
C 5.97435 1.80427 -0.61730 0.3 0.3 0.3
Cl -5.40184 -1.65991 3.81166 0.1 0.2 -0.1
C 4.23484 -0.33575 -1.99786 -0.4 -0.6 0.1
C -2.50542 5.37399 -0.05054 0.0 0.0 0.0
O -0.89802 -2.64033 -3.45541 -0.1 0.5 0.1
Cl -5.57733 7.06607 -4.00741 0.0 0.0 0.0
C -0.69189 4.28304 1.73371 -0.1 -0.5 0.2
H -6.17221 -2.47458 -2.13565 0.2 0.0 -0.1
C -9.38855 -3.53489 -3.78926 0.0 -0.1 0.1
C -2.61448 -2.35468 1.53220 0.6 -0.6 0.0
Cl 8.86253 -1.14550 -0.06271 0.3 -0.2 0.1
C -3.56302 -0.69134 -3.36793 0.1 0.2 -0.4
Cl 4.66931 -6.22432 -4.04812 0.0 0.0 0.0
Cl -2.22668 -3.96515 8.29182 0.0 0.0 0.0
C -5.35878 8.20758 -2.67875 0.0 0.1 0.0
C -1.27527 5.99259 0.13116 -0.5 -0.2 -0.3
C 13.88410 -1.81668 4.60238 0.0 0.0 0.0
C -7.62251 -2.13320 -8.55054 0.0 0.0 0.0
H 2.73058 -0.05929 0.57107 -0.1 0.1 0.0
O -0.67707 -0.03649 -0.16993 0.0 -0.8 0.9
C 0.23931 -2.56461 -1.13196 -0.2 1.3 -0.1
H 2.12405 0.67011 -0.88177 -0.2 -0.1 -0.2
Cl -7.77054 -2.79730 -3.87065 -0.6 -0.1 0.0
C 15.27978 -1.59568 10.34160 0.0 0.0 0.0
C -1.37669 1.45021 2.18898 -0.1 -0.7 0.5
H -0.35337 1.77765 2.00587 0.0 0.2 -0.1
Cl -8.91366 -1.04060 -9.06427 0.0 0.0 0.0
B -0.09923 -1.95136 -2.55694 -0.2 -0.2 -0.1
H -2.36480 0.67413 -2.23451 0.0 0.1 0.1
Cl -7.54476 -2.15976 -6.78510 0.1 0.1 -0.4
Cl -4.09797 -0.73579 6.21492 -0.1 0.2 0.1
C -8.43442 11.84973 -4.94463 0.0 0.0 0.0
H 7.77314 2.62722 0.21080 0.2 0.1 -0.1
Cl -10.09973 11.97633 -5.51993 0.0 0.0 0.0
C -1.91832 3.66063 1.54659 -0.2 0.4 -0.3
Cl -8.26133 10.41788 -3.92839 -0.3 0.1 0.0
C -3.18702 -0.03000 -2.20747 0.1 -0.1 -0.2
Cl -4.15022 -7.22361 3.24389 0.0 0.0 0.0
Cl -4.17387 0.96083 3.89374 -0.1 0.0 0.0
C -5.70239 -6.38670 3.14831 0.0 0.0 0.0
C 3.79104 -5.28364 -2.83848 0.0 0.0 0.0
C 9.98088 -2.28816 0.67170 0.0 0.2 0.0
C -3.88183 -0.25211 -1.02976 -0.3 -0.1 0.6
Cl 2.44700 -4.43696 -3.61992 0.0 0.0 0.0
N -2.00212 -1.41039 1.96782 -0.4 0.2 -0.8
H 0.57933 5.89417 1.18582 0.0 0.0 0.0
H 5.94520 1.30015 0.35323 -0.1 -0.1 -0.1
H -0.67556 -3.04437 -0.77150 0.2 -0.5 0.0
C -2.81350 4.22339 0.64924 -0.5 -0.2 0.0
Cl 4.87927 -4.11034 -2.09542 0.0 0.0 0.0
O -2.31625 2.54243 2.23484 0.5 -0.1 -0.3
Cl -1.74247 -6.12933 6.44456 0.0 0.0 0.0
Cl 3.15532 -6.36709 -1.59567 0.0 0.0 0.0
H 0.00830 3.85444 2.43895 0.1 0.1 0.0
O 6.31876 0.85507 -1.63881 -0.3 -0.3 0.3
S -3.25407 -3.67158 0.95472 -0.1 0.3 0.2
C 5.62990 -0.33488 -1.44500 0.4 0.6 -0.1
H 3.84812 0.67049 -2.13654 0.2 0.1 0.0
C -4.95024 -1.14516 -1.03574 0.1 0.1 0.0
Si -1.86350 0.06146 0.98028 -0.2 1.2 0.3
Cl -6.90661 -7.26000 4.10048 0.0 0.0 0.0
Cl -6.08033 -1.57399 -9.20754 0.0 0.0 0.0
Cl -6.59768 0.44413 5.37169 0.0 0.0 0.0
Cl -6.80465 8.21147 -1.66171 0.0 0.0 0.0
Cl -3.96648 7.71238 -1.70322 -0.2 0.4 -0.2
Cl -8.02411 13.28847 -4.00458 0.0 0.0 0.0
Cl -7.34083 11.71997 -6.32728 0.0 0.0 0.0
Cl -9.21896 -5.28998 -3.86872 0.0 0.0 0.0
Cl 13.42321 -0.17449 4.13061 0.0 0.0 0.0
Cl -6.22836 -6.30888 1.46247 0.0 0.0 0.0
H -3.24438 5.78332 -0.73036 0.3 -0.3 0.2

Entry 3:
76
Properties=species:S:1:pos:R:3:forces:R:3 method="wB97M-V/def2-TZVPD" homo_energy_ev=-6.4 lumo_ha=-0.0632 largest_force_ev_per_a=4.2 relative_energy_ev=1.248 spin_multiplicity=1
H 0.75012 -0.00585 -5.73181 0.2 -0.2 0.1
O 2.63659 -0.89646 -2.36762 -0.7 0.5 -0.1
C -1.67009 3.99122 4.00069 -0.2 0.1 0.5
H -0.34783 -3.22186 1.60671 -0.3 0.2 -0.1
C 2.20777 -2.00251 -3.20641 -0.3 -0.2 -0.4
C -2.36803 0.24781 6.88114 0.0 0.3 0.3
F -0.87159 5.10200 4.04582 -0.7 -0.6 0.1
C 1.70538 -3.11632 -2.28261 -0.1 0.1 0.2
C -0.35268 1.00532 1.19456 -0.3 1.0 -0.1
H 0.35280 2.26807 4.31032 -0.1 -0.1 -0.2
H -2.60150 3.58028 1.48116 0.2 -0.2 0.1
F -1.67451 3.45099 5.26097 0.0 0.6 -0.8
H 0.83397 -2.79779 -1.69150 0.2 -0.1 -0.2
H 1.11865 0.53139 2.72287 -0.3 0.1 -0.1
H 2.73126 0.33092 0.60794 0.0 0.0 -0.3
C 1.04002 -1.34973 -4.07110 0.4 0.0 -0.3
H 0.96592 3.44120 -2.80481 0.1 -0.3 0.0
C -0.10860 -2.25427 -4.46232 -0.1 -0.4 0.0
C -1.83198 -0.98984 2.81398 0.0 0.6 1.2
C 3.23482 1.72718 -0.94079 0.6 -0.7 0.4
C -3.08422 0.26376 4.46690 0.2 -0.1 0.2
F -1.21337 0.84594 7.32150 -0.9 -0.5 -0.1
H 2.50549 -3.38690 -1.58079 -0.2 0.1 -0.2
H -0.18476 -2.16983 3.59610 -0.3 0.2 0.1
C 0.11004 0.00255 0.26740 3.0 0.2 -2.4
F 4.31594 4.29334 -2.11750 -0.4 -0.8 -0.5
H -0.84880 -1.67933 -5.03264 0.2 -0.1 0.1
C -2.22040 -0.20171 5.45305 -0.3 0.3 0.4
H 2.40057 0.05074 -5.07251 -0.2 -0.2 0.0
H 1.87651 -1.33362 -6.07861 0.0 0.2 0.2
F -2.61739 -0.80226 7.72753 0.2 0.8 -0.5
C -1.57998 -1.37414 1.45068 -1.9 -3.7 -0.9
H -2.64232 -1.33778 -2.53879 -0.3 0.1 0.2
C 1.35075 2.63342 -2.18453 0.5 0.4 -0.3
H -4.04859 -0.87759 -1.53068 0.1 -0.1 0.0
H -3.88980 0.94678 4.71931 0.1 -0.1 0.0
C -1.60541 -2.90890 -0.22669 -0.3 0.6 0.0
F 4.68860 2.46415 -3.28126 -0.7 0.7 0.4
C -2.48629 -1.88482 -0.51887 1.4 -0.5 1.4
C 1.55948 -0.61676 -5.31078 0.1 0.0 0.0
C -1.18834 -1.08583 5.15543 0.0 -0.1 -0.3
H 3.87283 -1.67162 -4.55063 -0.1 -0.2 0.1
C 3.69495 3.28792 -2.81039 0.6 0.6 -0.5
C -1.06155 -2.62098 1.04962 -0.5 1.3 0.3
C -0.12422 2.15849 3.33728 -0.2 0.1 0.1
C 3.42871 -2.47687 -3.95633 0.1 -0.1 -0.4
C 0.28891 1.18904 2.45005 0.0 -0.5 -0.4
O -2.53135 -0.99081 0.50253 0.7 -0.6 0.2
C 1.05540 0.59353 -0.81228 -1.8 1.7 2.2
H -0.56724 1.78037 -1.73930 0.2 -0.3 -0.2
C -1.00422 -1.49155 3.84642 0.0 0.2 -0.3
H 0.53322 -0.91894 0.66440 0.3 0.6 0.1
H 4.28407 1.82904 -0.65664 -0.3 0.0 0.0
H 1.44482 -4.01166 -2.86156 0.0 0.2 0.1
H 0.25264 -3.06984 -5.10185 -0.1 0.1 0.1
C 0.50784 1.71746 -1.60137 0.1 -0.1 0.6
C -1.38128 1.92248 0.85761 0.5 -0.2 -0.3
C -1.18918 2.98935 2.99479 -0.2 0.2 0.0
F 3.10739 3.85705 -3.90155 0.4 -0.4 0.8
H -3.77418 -2.58390 -1.99154 0.0 0.3 0.0
H -1.86778 1.84066 -0.11497 0.0 -0.1 0.4
F -3.37637 1.14834 7.04985 0.8 -0.7 0.0
H -3.56873 0.23786 2.38370 0.3 -0.1 0.2
C 2.40689 0.86290 -0.28503 0.4 0.2 -0.1
F -2.94416 4.41278 3.74816 0.9 -0.1 0.2
H -0.52915 -1.44523 5.94377 -0.2 0.1 -0.2
B 1.52215 -0.11045 -2.26176 -1.8 -1.6 0.6
C -2.89760 -0.13670 3.15622 0.3 -0.1 -0.4
H -1.41273 -3.78300 -0.84454 -0.1 0.3 0.1
O 0.50765 -0.34571 -3.17379 1.2 -0.1 0.4
H 3.16707 -3.31095 -4.61698 0.1 0.1 0.0
C -3.28762 -1.64373 -1.70093 -0.6 0.1 -1.1
C -1.79457 2.89822 1.74313 0.1 0.2 0.4
H -0.61349 -2.68116 -3.58663 0.2 0.1 -0.2
H 4.17790 -2.83270 -3.23951 -0.2 0.1 -0.1
C 2.72482 2.51734 -1.97133 -0.3 0.7 -0.5